The following is a DFT calculation (ωB97M-V with the def2-TZVPD basis set) of a 2-piece molecular cluster, C4H9NO3 overall at a distorted geometry.

Summary:
energy relative to the best compared isomer or geometry (same formula, charge and spin)	516.6	kJ/mol
F_max	4.2	eV Å⁻¹
SMILES	C=C(C)NO.O=CO
gap between HOMO and LUMO	8.624	eV
E	-11922.188	eV

Geometry as XYZ:
```
17
Properties=species:S:1:pos:R:3:lowdin_charge:R:1
C 1.926 -0.086 -0.776 0.0440
C 0.770 -0.314 -0.093 -0.4074
C 0.833 -1.108 1.190 -0.0441
N -0.445 -0.415 -0.851 -0.1142
O -1.637 -1.016 -0.474 -0.0320
H 1.932 0.369 -1.760 0.0619
H 2.891 -0.222 -0.303 0.0603
H 1.736 -1.722 1.256 0.0847
H 0.855 -0.425 2.044 0.0821
H 0.020 -1.808 1.396 0.0675
H -0.406 -0.052 -1.806 0.1533
H -1.549 -1.874 -0.026 0.1022
O -1.088 2.706 -1.171 0.0484
C -1.150 1.835 -0.325 -0.4322
O -2.319 1.452 0.236 0.0460
H -0.125 1.404 0.267 0.1582
H -2.243 1.275 1.194 0.1214
```